[1]
C10H46O13 | the ωB97M-V functional and the def2-TZVPD basis

Results
Orbital gap in eV: 10.252
Total charge: 0
Energy relative to the best compared isomer or geometry (same formula, charge and spin) in kcal per mole: 0.0
Calculated total energy in eV: -37733.0302

```
69
C10H46O13 | the Open Molecules 2025 dataset | the ωB97M-V functional and the def2-TZVPD basis
C -4.1744 4.0961 -2.1341
C -2.9611 4.2951 -1.3004
O -1.8098 3.6181 -1.8642
H -5.0450 4.5828 -1.6850
H -4.4444 3.0671 -2.2908
H -4.0802 4.4572 -3.1417
H -3.2447 3.8496 -0.2743
H -2.7508 5.3207 -1.1247
H -2.1227 2.7370 -2.1328
C 4.5282 3.7999 -0.2801
C 5.1395 2.3984 -0.0661
O 4.4037 1.3778 -0.8107
H 5.1919 4.6059 0.1775
H 3.5261 3.8471 0.1208
H 4.5365 4.0433 -1.3560
H 4.9774 2.1117 0.9781
H 6.2051 2.3392 -0.2710
H 4.2580 1.7062 -1.7504
C -2.6775 1.7595 4.7745
C -2.0350 0.5414 4.1724
O -0.9254 0.1342 5.0035
H -1.8879 2.2253 5.3523
H -3.5154 1.3717 5.3900
H -3.1111 2.4424 4.0130
H -1.5329 1.0209 3.2881
H -2.7012 -0.1956 3.8372
H -1.2768 -0.1355 5.8429
C -1.6039 -3.9400 1.4375
C -0.5825 -5.0561 1.2069
O 0.3038 -4.6931 0.1507
H -1.1828 -3.0903 1.9913
H -2.5282 -4.3291 1.8935
H -1.8452 -3.5714 0.4457
H -1.0913 -6.0084 0.9748
H 0.0036 -5.2818 2.0878
H 1.0848 -4.2763 0.5692
C -0.0940 1.2198 0.0832
C -0.0772 -0.2850 -0.0880
O -0.1216 -0.6769 -1.5212
H -0.9359 1.6321 -0.4910
H 0.8024 1.7642 -0.1293
H -0.2456 1.4945 1.1323
H -0.9127 -0.7587 0.4699
H 0.8078 -0.7952 0.3571
H -0.9400 -1.0057 -1.8632
O -2.3630 -1.7618 -2.8491
H -2.9567 -2.4902 -2.6254
H -1.6294 -2.0524 -3.3898
O 2.7755 -3.8241 0.9213
H 2.4947 -3.1280 0.2668
H 2.8873 -3.3580 1.7621
O 2.8661 -1.7055 3.1490
H 3.3090 -1.2932 2.3825
H 2.0095 -1.2957 3.3365
O -0.2566 -2.6666 -4.2641
H 0.0856 -2.3122 -5.0950
H 0.5028 -2.8930 -3.6917
O 1.2891 -3.1277 -1.9583
H 0.9453 -2.2256 -1.7564
H 0.6359 -3.6868 -1.5329
O 0.2392 1.2399 -4.1408
H 0.1741 1.0965 -3.1829
H 0.0259 2.2106 -4.1405
O -2.8949 0.9052 -1.9774
H -2.6238 0.0755 -2.3958
H -2.9274 0.5807 -1.0855
O 3.7733 -0.7566 0.6781
H 4.6097 -1.1407 0.4645
H 3.7169 -0.1506 -0.0506
```


[2]
C4H7Cl2N2O | the ωB97M-V functional and the def2-TZVPD basis

Results
Orbital gap (spin up / spin down) in eV: 6.448 / 9.188
Total charge: +1
Energy relative to the best compared isomer or geometry (same formula, charge and spin) in kcal per mole: 56.4
Calculated total energy in eV: -34321.6325

```
16
C4H7Cl2N2O | the Open Molecules 2025 dataset | the ωB97M-V functional and the def2-TZVPD basis
C 1.3755 0.3079 -0.0189
C -0.2892 -0.4489 1.3162
C 2.3993 0.2407 -1.1050
C -3.8512 -0.6512 -0.5760
N 1.0768 1.3317 0.7785
N 0.7604 -0.7111 0.3816
O -0.0125 0.9708 1.5776
Cl -2.2274 -0.3061 -0.6070
Cl -4.9354 0.6490 -0.3374
H -0.1785 -0.8229 2.2731
H 3.2765 -0.2815 -0.6538
H 2.6850 1.2029 -1.5413
H 2.0197 -0.4241 -1.8762
H -4.1977 -1.6450 -0.3999
H 1.1911 2.2644 0.7561
H 0.9077 -1.6764 0.0324
```


[3]
C6H12O2 | the ωB97M-V functional and the def2-TZVPD basis

Results
Orbital gap (spin up / spin down) in eV: 8.784 / 7.560
Total charge: 0
Energy relative to the best compared isomer or geometry (same formula, charge and spin) in kcal per mole: 134.4
Calculated total energy in eV: -10506.4773

```
20
C6H12O2 | the Open Molecules 2025 dataset | the ωB97M-V functional and the def2-TZVPD basis
C -2.1743 1.2428 -0.8684
C -0.0336 0.2300 -0.3889
C -0.2830 -0.8932 -1.3364
O -1.2246 0.8387 0.1115
O 0.7784 1.2360 -0.9790
H 0.6929 2.0327 -0.4399
H -2.9007 1.8631 -0.3448
H -1.6982 1.8193 -1.6672
H -2.6998 0.3848 -1.2952
H -0.7241 -0.6264 -2.2905
H 0.4898 -1.6339 -1.4629
C 2.0061 -0.9887 0.6487
C 0.5585 -0.5440 0.8268
C 0.1700 -0.1783 2.1151
H -0.1817 -1.5188 0.3083
H 2.0929 -1.7752 -0.0935
H 2.6252 -0.1529 0.3146
H 2.4157 -1.3734 1.5814
H -0.7330 0.3805 2.2990
H 0.8235 -0.3430 2.9612
```